(1)
The following is a quantum chemistry calculation of a molecular structure, C48H46CeF3INP2S3 at a distorted geometry, from the OMol25 dataset.

Structure (XYZ):
```
105
Properties=species:S:1:pos:R:3:forces:R:3:lowdin_charge:R:1
Ce 0.528 -0.664 0.776 0.0467 -0.4715 0.2970 -0.08
F 3.903 -2.675 -3.041 -0.1522 -0.0445 -0.0033 0.12
C 4.764 -2.848 -2.020 0.1555 0.0294 -0.4618 -0.61
F 5.547 -1.763 -1.991 0.0600 0.1345 0.2077 0.13
F 5.564 -3.869 -2.391 0.0169 -0.2199 0.2078 0.12
C 4.057 -3.125 -0.728 -0.1638 -0.0514 0.1149 -0.12
C 4.256 -4.313 -0.052 -0.1415 0.2102 0.0122 0.01
C 3.523 -4.567 1.102 -0.0302 0.1189 -0.0611 -0.04
C 2.601 -3.625 1.514 -0.0179 -0.3996 0.3163 -0.14
N 2.404 -2.472 0.884 0.2263 0.0995 -0.1905 -0.10
C 3.126 -2.188 -0.222 0.1756 -0.2757 0.0520 -0.67
S 2.819 -0.671 -0.943 0.1241 0.7438 -0.2402 0.71
H 4.963 -5.038 -0.424 0.0656 -0.0335 -0.0515 0.12
H 3.651 -5.483 1.650 -0.0058 -0.1176 0.1145 0.10
H 1.968 -3.790 2.379 0.0392 -0.0080 0.0179 0.07
I 2.862 0.810 2.773 0.7469 0.7138 0.4111 1.11
C 3.580 2.859 2.742 -0.0164 -0.8194 0.2276 -0.50
C 4.561 3.084 3.679 -0.4381 -0.5445 -0.2788 -0.16
C 5.142 4.344 3.835 -0.0203 0.4535 -0.1722 -0.07
C 4.720 5.370 3.042 0.1586 -0.2189 0.2501 -0.03
C 3.722 5.169 2.068 -0.0289 -0.1706 0.0011 -0.16
C 3.359 6.269 1.269 -0.2147 -0.0324 -0.2322 -0.02
C 2.407 6.147 0.298 0.3081 0.1810 0.2404 -0.05
C 1.798 4.909 0.112 0.0289 -0.3180 0.2307 -0.10
C 2.121 3.790 0.860 -0.1847 0.0448 -0.1773 -0.29
P 1.176 2.308 0.286 -0.2437 0.8312 -0.5666 0.98
C 1.704 2.306 -1.470 -0.0742 -0.1831 0.1803 -0.39
C 0.964 1.508 -2.342 -0.1023 -0.0322 0.2201 -0.18
C 1.321 1.399 -3.671 -0.0430 -0.0813 -0.1443 -0.08
C 2.453 2.047 -4.139 -0.0449 -0.0166 -0.0092 -0.07
C 3.220 2.799 -3.269 0.1294 0.0073 -0.0872 -0.07
C 2.853 2.931 -1.941 -0.0597 -0.0355 0.0826 -0.08
C -0.475 3.129 0.237 0.0986 -0.1063 0.0381 -0.39
C -1.279 3.273 -0.887 0.1282 -0.0511 0.0301 -0.10
C -2.528 3.862 -0.773 -0.1137 0.0762 -0.0256 -0.09
C -2.983 4.303 0.457 -0.0716 0.0508 -0.0557 -0.08
C -2.174 4.186 1.577 0.0114 0.0156 0.0392 -0.07
C -0.928 3.603 1.469 0.0379 0.1000 -0.1545 -0.17
C 3.108 3.882 1.880 0.0662 0.2930 -0.0672 -0.18
H 4.893 2.274 4.308 -0.0096 -0.1032 0.0371 0.08
H 5.914 4.491 4.574 0.0588 0.0109 0.0839 0.11
H 5.141 6.359 3.141 0.0676 0.0871 0.0188 0.11
H 3.865 7.208 1.440 0.0215 0.1157 0.0197 0.11
H 2.134 6.984 -0.324 -0.0483 0.0923 -0.0536 0.11
H 1.052 4.818 -0.665 -0.0254 0.0283 0.0017 0.11
H 0.107 0.952 -1.952 0.0806 0.0815 -0.2402 0.07
H 0.731 0.795 -4.345 -0.0617 -0.1061 -0.0510 0.10
H 2.747 1.945 -5.172 0.0119 0.0013 -0.1069 0.11
H 4.120 3.282 -3.619 0.0706 0.0317 -0.0388 0.11
H 3.475 3.512 -1.277 -0.0040 0.0167 0.0107 0.11
H -0.935 2.954 -1.862 0.0049 -0.0043 0.0110 0.09
H -3.141 3.989 -1.656 -0.0561 -0.0330 -0.0317 0.11
H -3.964 4.748 0.544 -0.0719 0.0566 -0.0015 0.10
H -2.519 4.543 2.536 -0.0269 0.0126 0.0826 0.11
H -0.291 3.518 2.340 -0.0485 -0.0120 0.0542 0.09
S -0.429 -2.632 2.486 0.5489 0.3247 -0.1831 0.64
C -1.439 -1.803 3.651 -0.1181 0.1528 0.1645 -0.67
C -2.126 -2.615 4.554 0.0816 -0.0292 0.0581 -0.15
C -2.951 -2.087 5.524 -0.0405 -0.0886 0.0699 -0.11
C -3.101 -0.711 5.614 -0.1533 0.1147 0.1123 -0.11
C -2.447 0.108 4.714 -0.0822 -0.0068 0.0731 -0.14
C -1.622 -0.410 3.718 -0.0423 -0.2983 -0.0187 -0.65
S -0.954 0.757 2.584 0.1320 -0.0389 -0.0269 0.59
H -1.995 -3.684 4.459 -0.0284 -0.0708 0.0553 0.09
H -3.473 -2.748 6.203 -0.0133 0.0044 0.0559 0.10
H -3.732 -0.276 6.377 -0.0366 0.0137 0.0185 0.10
H -2.580 1.181 4.750 -0.0141 0.0575 0.0639 0.09
C -2.419 -0.395 -3.796 0.0579 -0.0993 0.0720 -0.09
C -3.008 -0.878 -2.473 0.3129 0.0968 0.0938 -0.66
C -4.159 -1.849 -2.727 0.1672 0.0151 0.1249 -0.07
C -3.550 0.337 -1.710 0.1376 -0.1033 0.0653 -0.09
P -1.627 -1.609 -1.356 -0.7237 -0.7970 -0.4685 1.14
C -2.709 -2.350 -0.070 0.1350 0.2336 0.0352 -0.39
C -3.109 -1.442 0.915 0.0098 0.0686 -0.2073 -0.17
C -3.978 -1.822 1.920 -0.1932 -0.0105 -0.0451 -0.07
C -4.415 -3.135 1.991 -0.0497 0.1570 -0.0015 -0.07
C -4.001 -4.051 1.040 0.0471 -0.0868 0.0315 -0.07
C -3.171 -3.659 0.002 0.1074 0.0509 -0.0835 -0.09
C -0.690 -3.021 -2.247 -0.1353 0.4021 0.0493 -0.66
C -1.463 -3.946 -3.184 -0.0529 0.1686 0.1836 -0.08
C 0.398 -2.306 -3.057 -0.0727 0.1803 0.1714 -0.11
C -0.006 -3.851 -1.151 -0.0803 0.3355 0.1183 -0.08
H -3.176 0.142 -4.367 -0.1065 0.0562 0.0121 0.09
H -2.077 -1.221 -4.413 0.0817 -0.0590 -0.0713 0.06
H -1.587 0.287 -3.625 0.1347 0.0906 -0.0442 0.06
H -4.931 -1.344 -3.308 -0.0576 0.1002 -0.0923 0.09
H -4.607 -2.170 -1.790 -0.0639 -0.0607 0.0280 0.08
H -3.844 -2.728 -3.281 0.0085 -0.1058 -0.0628 0.07
H -4.240 0.894 -2.343 -0.0426 0.0376 -0.1430 0.09
H -2.746 1.008 -1.401 -0.0811 0.0389 0.0143 0.06
H -4.099 0.022 -0.826 -0.0226 0.0816 0.0479 0.07
H -2.718 -0.424 0.902 -0.1634 -0.2169 0.0770 0.06
H -4.302 -1.100 2.657 0.0772 0.0273 0.0907 0.12
H -5.072 -3.437 2.794 -0.0263 -0.0625 0.0698 0.11
H -4.315 -5.081 1.114 -0.0731 -0.0892 -0.0520 0.10
H -2.886 -4.387 -0.740 0.0476 -0.0710 -0.0601 0.09
H -1.826 -3.421 -4.064 -0.0581 0.0457 -0.0874 0.07
H -2.304 -4.426 -2.693 -0.1172 -0.0809 -0.0050 0.06
H -0.784 -4.726 -3.524 0.0879 -0.1213 -0.0725 0.09
H -0.035 -1.660 -3.813 -0.0554 0.1424 -0.1840 0.06
H 1.033 -3.026 -3.568 0.0826 -0.1860 -0.0138 0.09
H 1.037 -1.692 -2.416 -0.0095 -0.1006 -0.1540 0.01
H -0.624 -4.678 -0.816 -0.1106 0.0068 0.1602 0.09
H 0.226 -3.239 -0.265 0.0180 -0.3590 -0.1456 0.01
H 0.927 -4.261 -1.536 0.1285 -0.0093 -0.0033 0.10
```
Forces are in eV/Å.

Results
Spin multiplicity = 2
<S²> = 0.75
Strongest force on any atom = 1.17 eV/A
DFT total energy = -4861.2816 a.u.
Total charge = 0
E_HOMO = -0.24717 Eh
HOMO-LUMO gap = 0.23848 Eh
LUMO energy = -0.2 eV



(2)
The following is a quantum chemistry calculation of C18H16F3N3O2S in the gas phase at a distorted geometry, from the OMol25 dataset.

Structure (XYZ):
```
43
Properties=species:S:1:pos:R:3:forces:R:3:nbo_charge:R:1
O -1.826 -6.446 -1.281 -1.8022 -2.0351 -0.2701 -0.61
C -1.130 -5.522 -1.026 -1.4736 1.7679 -0.2335 0.77
O 0.175 -5.656 -1.108 1.4334 0.9005 0.4611 -0.66
C -1.814 -4.167 -0.727 0.1585 0.0214 -0.4544 0.02
C -3.211 -3.921 -0.877 4.1908 0.7412 1.3023 -0.42
S -3.314 -2.234 -0.373 -1.3416 0.2591 0.0913 0.40
C -1.610 -2.032 -0.026 -0.9299 -0.1922 -0.6647 0.25
N -1.067 -0.812 0.434 1.4539 -3.3473 -0.4626 -0.28
N -1.760 0.337 0.554 -0.4039 0.3990 0.0514 -0.18
C -0.915 1.310 0.497 -3.4461 1.6664 0.3095 0.21
C -1.525 2.676 0.504 -0.2176 2.0922 0.7384 -0.05
C -2.258 3.224 1.633 1.6680 -1.9333 -1.7727 -0.18
C -2.713 4.516 1.560 -0.3661 1.2399 -0.6686 -0.22
C -2.582 5.339 0.425 2.2509 -2.5915 -0.6621 -0.19
C -1.794 4.822 -0.679 -2.1769 2.3673 1.0871 -0.21
C -1.320 3.563 -0.613 1.0684 -3.0525 0.0903 -0.21
C 0.402 0.879 0.106 2.2672 0.9625 0.3382 -0.30
C 1.708 1.533 0.565 -0.5270 1.5841 2.5351 -0.38
C 2.919 0.856 -0.027 -0.2251 -1.8789 2.4095 -0.41
C 2.893 -0.694 0.272 1.1528 1.3977 0.3930 -0.27
C 4.114 -1.485 -0.555 -4.1211 1.2990 -0.6630 1.00
F 5.270 -1.360 0.038 0.5734 -0.0730 -0.2010 -0.30
F 4.157 -0.976 -1.877 0.4558 -0.3764 2.1118 -0.36
F 3.778 -2.777 -0.738 0.6696 0.3321 0.5128 -0.32
C 1.521 -1.265 0.014 -1.1284 -2.2056 -0.6877 -0.43
C 0.379 -0.512 0.645 0.5418 0.1512 -0.1043 -0.01
N -0.972 -3.123 -0.353 0.0317 -0.1750 0.6446 -0.49
H 0.339 -6.593 -1.320 -0.1807 0.3247 0.0377 0.50
H -4.003 -4.649 -1.079 0.3296 0.7145 0.0390 0.28
H -2.411 2.632 2.550 0.1615 0.2623 -0.6294 0.22
H -3.163 4.899 2.456 -0.4111 0.3344 0.1601 0.21
H -2.902 6.339 0.421 -0.5484 1.0659 0.0278 0.21
H -1.639 5.422 -1.598 -0.1079 -0.3578 0.7906 0.22
H -0.777 3.177 -1.510 -0.3346 0.2002 0.9097 0.21
H 0.412 0.938 -0.981 0.0421 -0.5002 -0.5165 0.22
H 1.761 2.621 0.340 -0.2418 -0.6352 -0.1196 0.23
H 1.740 1.536 1.740 -0.0231 -0.2762 -1.9749 0.20
H 3.013 1.152 -1.000 0.0803 0.1298 -2.9543 0.22
H 3.798 1.218 0.445 0.8622 0.5790 0.5602 0.22
H 3.014 -0.680 1.435 0.4479 -0.6971 -2.0204 0.22
H 1.479 -2.268 0.421 0.1650 -0.4209 -0.1923 0.24
H 1.226 -1.356 -1.033 0.6088 -0.0770 -0.2947 0.23
H 0.608 -0.462 1.726 -0.6064 0.0329 -0.0545 0.19
```
Forces are in eV/Å.

Results
Relative energy (zero: lowest compared OMol25 entry of this formula, charge and spin) = 1.9830 eV
Spin multiplicity = 1
SMILES string = O=C(O)c1csc(N2N=C(c3ccccc3)[C@H]3CC[C@H](C(F)(F)F)C[C@@H]32)n1
Strongest force on any atom = 4.45 eV/A
DFT total energy = -1707.9940 a.u.
Total charge = 0
E_HOMO = -0.29522 Eh
HOMO-LUMO gap = 0.30635 Eh
LUMO energy = 0.3 eV



(3)
The following is a quantum chemistry calculation of C4H5NOS2 in the gas phase at a distorted geometry, from the OMol25 dataset.

Structure (XYZ):
```
13
Properties=species:S:1:pos:R:3:forces:R:3:nbo_charge:R:1
O -1.706 -1.592 -1.344 -1.8666 -2.2434 -0.7100 -0.50
C -1.053 -0.761 -0.869 0.4240 4.4803 0.6262 0.53
C 0.437 -0.715 -1.099 1.1952 -1.0824 -2.7312 -0.64
C 1.356 -0.610 0.098 1.7590 -2.1269 1.1161 0.11
N 1.579 0.290 0.961 -0.0330 1.9193 -1.1782 -0.47
S 0.793 1.968 0.641 0.2617 -2.4649 1.2883 0.34
C -0.740 1.308 1.301 -2.7177 -0.9794 0.5141 -0.70
S -1.915 0.889 -0.283 1.6287 -1.6722 1.6804 0.03
H 0.713 0.092 -1.884 -0.7649 -0.8341 1.5412 0.29
H 0.506 -1.707 -1.769 0.6894 1.8687 1.9480 0.27
H 2.057 -1.523 0.410 -1.8879 1.3507 -1.0552 0.21
H -0.594 0.233 2.019 -0.4605 3.6814 -2.1771 0.28
H -1.433 2.129 1.817 1.7726 -1.8970 -0.8627 0.26
```
Forces are in eV/Å.

Results
Relative energy (zero: lowest compared OMol25 entry of this formula, charge and spin) = 3.5209 eV
Spin multiplicity = 1
SMILES string = O=C1CC=NSCS1
Strongest force on any atom = 4.54 eV/A
DFT total energy = -1081.6639 a.u.
Total charge = 0
E_HOMO = -0.31828 Eh
HOMO-LUMO gap = 0.32091 Eh
LUMO energy = 0.1 eV



(4)
The following is a quantum chemistry calculation of 2 unconnected molecules or ions with the total composition CH2NOPS at a distorted geometry, from the OMol25 dataset.

Structure (XYZ):
```
7
Properties=species:S:1:pos:R:3:forces:R:3:nbo_charge:R:1
C -1.173 1.720 -0.007 -0.1262 -0.2260 0.4408 0.15
N 0.813 -1.313 -0.263 -0.3707 -1.1872 0.7518 -0.91
O -1.620 0.667 -0.025 -0.7813 -1.6039 -0.5083 -0.41
P -0.517 3.159 0.268 0.8573 1.8648 0.0496 0.25
S 0.354 -1.807 1.194 -0.7967 0.0451 1.7077 0.13
H 0.837 -0.364 -0.507 0.2924 1.1013 -0.7029 0.39
H 1.306 -2.062 -0.659 0.9252 0.0059 -1.7389 0.40
```
Forces are in eV/Å.

Results
Relative energy (zero: lowest compared OMol25 entry of this formula, charge and spin) = 0.0059 eV
Spin multiplicity = 1
Strongest force on any atom = 2.05 eV/A
DFT total energy = -908.7269 a.u.
Total charge = 0
E_HOMO (alpha / beta) = -0.31805 / -0.30262 Eh
HOMO-LUMO gap (alpha / beta) = 0.29978 / 0.20555 Eh
LUMO energy (alpha / beta) = -0.5 / -2.6 eV



(5)
The following is a quantum chemistry calculation of a molecular structure, C15H37I2N9O18P at a distorted geometry, from the OMol25 dataset.

Structure (XYZ):
```
82
Properties=species:S:1:pos:R:3:forces:R:3:lowdin_charge:R:1
C -3.357 1.415 5.894 -0.6427 -0.3276 -0.1450 -0.22
C -2.810 2.198 4.760 -1.1375 0.6715 -0.5497 -0.85
I -4.235 3.427 3.725 0.1078 -0.3048 0.4976 0.73
C -1.536 2.142 4.419 1.0251 -0.8905 0.5030 -0.83
I -0.857 3.326 2.725 0.1446 0.0806 -0.2045 0.69
C -0.634 1.298 5.223 0.7409 1.4731 -2.0919 -0.47
P 0.943 0.822 4.482 0.9324 -1.4103 1.8134 0.76
C 0.694 0.027 2.840 -0.9151 0.8141 0.0309 -0.35
C 2.138 2.265 4.385 -0.6272 0.0865 -0.2427 -0.36
H -4.298 0.953 5.594 -0.4016 0.1942 0.2978 0.05
H -2.675 0.615 6.153 0.3471 0.0731 0.0162 0.03
H -3.484 2.023 6.784 -0.2750 0.1117 0.1790 0.08
H -0.421 1.901 6.105 0.1814 -0.4573 0.5531 0.03
H 1.588 0.007 2.234 0.3264 0.0850 0.0425 0.01
H -0.101 0.499 2.263 0.0373 0.0812 -0.2501 -0.02
H 0.369 -0.987 3.034 0.0756 -0.2953 0.1554 -0.01
H 2.806 2.211 5.236 0.1391 -0.2944 0.1961 -0.01
H 1.585 3.190 4.498 0.0199 0.3493 -0.3416 -0.04
H 2.746 2.265 3.483 -0.0574 0.1156 -0.2217 0.01
C 2.032 -3.466 6.394 0.1110 0.0015 0.2023 0.03
N 1.276 -2.851 5.276 -0.0325 -0.1246 0.0981 -0.44
O 0.327 -2.160 5.564 -0.0842 -0.2043 -0.2269 0.02
O 1.667 -3.098 4.148 0.0218 0.1497 0.0856 0.02
H 1.575 -3.158 7.328 -0.0546 0.0677 -0.0468 0.09
H 1.970 -4.542 6.268 0.0401 0.0039 -0.0940 0.08
H 3.061 -3.123 6.338 -0.0115 0.0025 -0.1198 0.10
C -2.974 -1.952 5.221 -0.0335 -0.2443 -0.1234 0.06
N -3.974 -2.399 6.238 0.0416 -0.0092 -0.2136 -0.43
O -4.634 -3.406 6.010 0.2044 0.1269 0.0211 0.02
O -4.071 -1.729 7.239 -0.0682 -0.0665 0.0751 0.07
H -2.999 -2.643 4.385 -0.0663 -0.0562 0.0315 0.09
H -3.251 -0.950 4.907 0.1133 -0.0177 0.0836 0.08
H -1.995 -1.947 5.694 -0.0587 0.2067 0.0089 0.08
C 2.437 -2.910 0.697 -0.1216 0.0384 0.1952 0.06
N 2.422 -1.851 -0.353 0.0017 -0.2201 0.2857 -0.43
O 1.786 -0.853 -0.119 0.0586 0.1136 -0.3724 0.09
O 3.058 -2.069 -1.374 -0.0766 0.0240 0.1008 0.03
H 1.836 -2.575 1.537 0.0160 0.0582 -0.0252 0.07
H 2.023 -3.811 0.255 0.0949 -0.0163 -0.0570 0.10
H 3.470 -3.059 0.993 0.0179 -0.0513 -0.0836 0.10
C 2.933 -1.037 -4.220 -0.1751 0.1990 0.1299 0.05
N 2.190 -0.472 -5.381 0.0867 -0.1167 0.1322 -0.43
O 1.219 0.217 -5.162 0.0124 0.0052 -0.1535 0.09
O 2.614 -0.744 -6.495 -0.0469 0.0510 0.0090 0.03
H 2.451 -0.718 -3.306 -0.0722 0.0336 -0.0357 0.08
H 2.911 -2.118 -4.312 0.0962 0.0041 -0.0733 0.11
H 3.950 -0.663 -4.272 -0.0202 -0.1548 -0.0501 0.07
C 7.613 0.653 -5.101 0.0434 -0.1067 -0.1711 0.05
N 6.696 0.149 -4.041 0.0453 -0.0593 -0.0329 -0.45
O 6.172 -0.936 -4.217 0.1108 0.1170 0.0228 0.05
O 6.536 0.859 -3.074 -0.0270 -0.0410 -0.0309 0.08
H 7.657 -0.081 -5.897 -0.0533 -0.0438 0.0392 0.09
H 7.209 1.594 -5.460 0.0369 0.0528 0.0947 0.10
H 8.588 0.796 -4.646 -0.0375 0.0992 0.0512 0.10
C -2.469 -5.834 4.949 -0.2537 0.0076 0.0354 0.04
N -1.100 -5.369 4.624 0.0556 0.1775 -0.2168 -0.44
O -0.945 -4.787 3.574 0.0722 -0.0841 0.0391 0.08
O -0.224 -5.585 5.442 -0.0546 -0.0780 0.0279 0.05
H -3.126 -5.553 4.134 0.0276 0.0597 -0.0014 0.10
H -2.446 -6.913 5.074 0.1206 0.0164 0.1056 0.10
H -2.762 -5.339 5.869 -0.0406 -0.0742 0.0359 0.09
C -8.144 5.338 2.791 -0.1232 -0.0471 0.1405 0.04
N -7.227 4.493 1.978 -0.0114 -0.0548 0.0033 -0.48
O -7.497 3.316 1.871 0.0028 0.0876 -0.0843 0.04
O -6.271 5.052 1.482 -0.1079 -0.0474 -0.0133 0.01
H -8.944 4.714 3.170 0.0374 -0.0640 -0.0252 0.09
H -7.560 5.760 3.604 0.0516 0.0544 -0.0648 0.10
H -8.530 6.119 2.142 0.1020 0.0541 0.0065 0.09
C 1.678 0.020 -9.204 0.1302 -0.0932 -0.0283 0.03
N 1.377 0.443 -10.601 0.0693 -0.0924 0.0785 -0.44
O 2.086 0.017 -11.489 -0.0830 0.0812 -0.0203 0.07
O 0.432 1.194 -10.763 0.0661 -0.0496 -0.0396 0.04
H 2.536 -0.639 -9.225 0.0067 0.0061 -0.0499 0.09
H 1.888 0.912 -8.625 -0.1359 0.0150 0.0302 0.10
H 0.803 -0.493 -8.819 -0.0531 0.1220 0.0483 0.10
C -0.767 3.795 -12.030 -0.0574 -0.0913 0.1515 0.03
N -0.940 5.241 -11.716 -0.0058 -0.0621 -0.0183 -0.45
O -1.158 5.548 -10.563 0.0102 0.0560 -0.0806 0.07
O -0.850 6.019 -12.647 -0.0083 -0.0134 0.0716 0.05
H -0.872 3.225 -11.118 0.0130 0.0658 0.0493 0.07
H -1.535 3.525 -12.748 0.0676 0.0549 -0.0933 0.10
H 0.224 3.668 -12.454 -0.0320 0.0153 -0.0817 0.10
```
Forces are in eV/Å.

Results
Spin multiplicity = 1
Strongest force on any atom = 2.66 eV/A
DFT total energy = -3376.7075 a.u.
Total charge = -1
E_HOMO = -0.10479 Eh
HOMO-LUMO gap = 0.14972 Eh
LUMO energy = 1.2 eV